1.
Below is an isolated molecule of C23H29N3O4S, with properties calculated with wB97M-V/def2-TZVPD.

Element x y z (Å)
C (-6.670, -2.040, 0.748)
C (-5.558, -2.113, -0.278)
O (-5.690, -2.590, -1.387)
N (-4.393, -1.587, 0.153)
H (-4.277, -1.227, 1.092)
C (-3.186, -1.592, -0.632)
C (-2.025, -1.370, 0.340)
O (-2.216, -1.075, 1.504)
N (-0.804, -1.538, -0.195)
H (-0.710, -1.762, -1.173)
C (0.421, -1.367, 0.560)
C (1.319, -2.596, 0.400)
C (2.618, -2.391, 1.179)
N (3.308, -1.191, 0.756)
S (4.139, -1.329, -0.703)
O (4.705, -2.645, -0.742)
O (3.345, -0.908, -1.828)
C (5.437, -0.130, -0.429)
C (6.342, -0.376, 0.585)
C (7.355, 0.539, 0.821)
C (7.447, 1.683, 0.043)
C (6.535, 1.917, -0.973)
C (5.520, 1.003, -1.213)
H (4.796, 1.147, -1.999)
H (6.613, 2.807, -1.578)
H (8.238, 2.394, 0.228)
H (8.072, 0.360, 1.608)
H (6.242, -1.280, 1.164)
C (2.501, 0.005, 0.858)
C (1.174, -0.112, 0.107)
H (0.565, 0.773, 0.294)
H (1.387, -0.185, -0.961)
H (3.094, 0.829, 0.456)
H (2.318, 0.192, 1.922)
H (3.304, -3.222, 1.006)
H (2.415, -2.304, 2.251)
H (0.805, -3.489, 0.757)
H (1.568, -2.729, -0.656)
H (0.116, -1.257, 1.606)
H (-3.090, -2.569, -1.124)
C (-3.216, -0.495, -1.725)
C (-3.153, 0.873, -1.113)
C (-4.279, 1.445, -0.535)
C (-4.207, 2.679, 0.081)
C (-3.009, 3.382, 0.133)
C (-1.889, 2.817, -0.459)
C (-1.959, 1.580, -1.074)
H (-1.076, 1.164, -1.539)
H (-0.949, 3.352, -0.442)
C (-2.935, 4.710, 0.823)
H (-2.873, 4.566, 1.902)
H (-2.058, 5.268, 0.503)
H (-3.824, 5.303, 0.616)
H (-5.094, 3.108, 0.526)
H (-5.222, 0.918, -0.575)
H (-4.144, -0.629, -2.283)
H (-2.378, -0.643, -2.408)
H (-6.407, -2.639, 1.617)
H (-7.588, -2.424, 0.313)
H (-6.820, -1.012, 1.068)

HOMO level in eV: -8.8
E in Eh: -1757.31020
SMILES string: CC(=O)N[C@@H](Cc1ccc(C)cc1)C(=O)NC1CCN(S(=O)(=O)c2ccccc2)CC1
Orbital gap in eV: 9.33
ΔE to the lowest compared entry with this formula, charge and spin in kJ/mol: 36.0
Spin multiplicity: 1

=====

2.
Below is an isolated molecule of C8H8, with properties calculated with wB97M-V/def2-TZVPD.

Element x y z (Å)
C (1.226, 0.666, -1.364)
C (0.925, 1.758, -2.076)
C (-0.906, -0.081, -0.481)
C (0.467, 0.043, -0.320)
C (0.920, -0.475, 0.966)
C (0.134, -1.029, 1.946)
C (-1.196, -1.136, 1.757)
C (-1.641, -0.768, 0.556)
H (1.992, 0.125, -1.788)
H (1.595, 2.287, -2.797)
H (0.085, 2.331, -2.014)
H (-1.347, 0.162, -1.481)
H (1.837, -0.170, 1.232)
H (0.457, -1.125, 3.017)
H (-1.865, -1.427, 2.556)
H (-2.683, -1.160, 0.293)

HOMO level in eV: -8.8
E in Eh: -309.55676
SMILES string: C=Cc1ccccc1
Orbital gap in eV: 9.70
ΔE to the lowest compared entry with this formula, charge and spin in kJ/mol: 149.7
Spin multiplicity: 1

=====

3.
Below is a structure of composition C36H39AsBaCl3N6O3PS, with properties calculated with wB97M-V/def2-TZVPD.

Element x y z (Å)
Ba (-1.878, -1.092, 0.655)
N (-1.452, -2.242, -4.031)
C (-1.459, -2.334, -2.679)
S (-2.983, -2.301, -1.926)
N (-0.281, -2.513, -2.125)
N (-0.158, -2.441, -0.807)
C (0.922, -2.930, -0.277)
C (2.001, -3.587, -1.039)
C (3.328, -3.266, -0.750)
C (4.359, -3.850, -1.460)
C (4.081, -4.766, -2.461)
C (2.767, -5.085, -2.760)
C (1.731, -4.501, -2.055)
C (1.108, -2.843, 1.162)
C (1.652, -3.921, 1.856)
C (1.788, -3.888, 3.228)
C (1.368, -2.746, 3.896)
C (0.857, -1.696, 3.169)
N (0.747, -1.729, 1.837)
H (-2.331, -2.330, -4.511)
H (-0.596, -2.417, -4.530)
H (3.553, -2.547, 0.027)
H (5.386, -3.603, -1.229)
H (4.885, -5.236, -3.008)
H (2.551, -5.802, -3.538)
H (0.708, -4.761, -2.277)
H (1.935, -4.795, 1.291)
H (2.196, -4.728, 3.769)
H (1.430, -2.667, 4.969)
H (0.501, -0.789, 3.629)
N (1.229, 0.397, -1.543)
C (0.705, 0.922, -2.692)
C (1.499, 0.965, -3.845)
C (1.074, 1.607, -4.987)
C (-0.170, 2.216, -5.018)
C (-0.984, 2.151, -3.904)
C (-0.571, 1.520, -2.733)
P (-1.712, 1.359, -1.307)
C (-3.273, 1.996, -2.036)
C (-4.196, 1.067, -2.509)
C (-5.369, 1.488, -3.113)
C (-5.636, 2.839, -3.257)
C (-4.721, 3.769, -2.790)
C (-3.548, 3.356, -2.184)
C (-1.258, 2.751, -0.221)
C (0.013, 3.311, -0.177)
C (0.289, 4.327, 0.724)
C (-0.694, 4.793, 1.581)
C (-1.957, 4.219, 1.557)
C (-2.230, 3.194, 0.673)
H (2.007, -0.231, -1.678)
H (0.599, 0.138, -0.793)
H (2.464, 0.478, -3.828)
H (1.708, 1.629, -5.861)
H (-0.510, 2.728, -5.905)
H (-1.964, 2.602, -3.948)
H (-3.997, 0.008, -2.404)
H (-6.079, 0.757, -3.469)
H (-6.545, 3.169, -3.739)
H (-4.919, 4.825, -2.902)
H (-2.844, 4.094, -1.825)
H (0.779, 2.955, -0.850)
H (1.277, 4.763, 0.738)
H (-0.481, 5.608, 2.260)
H (-2.733, 4.584, 2.216)
H (-3.207, 2.726, 0.664)
Cl (-1.681, -2.127, 5.241)
C (-3.151, -1.907, 4.301)
Cl (-3.892, -0.377, 4.725)
Cl (-4.275, -3.225, 4.646)
C (-2.839, -1.960, 2.774)
O (-1.837, -2.589, 2.448)
O (-3.625, -1.360, 2.055)
C (2.351, 1.493, 4.525)
As (2.459, 1.147, 2.579)
C (3.962, -0.134, 2.685)
C (3.590, 2.716, 2.172)
O (0.300, -0.702, 1.214)
H (3.331, 1.728, 4.935)
H (1.959, 0.629, 5.059)
H (1.690, 2.338, 4.720)
H (4.763, 0.274, 3.300)
H (4.361, -0.322, 1.690)
H (3.647, -1.085, 3.113)
H (4.437, 2.780, 2.853)
H (3.005, 3.630, 2.256)
H (3.964, 2.647, 1.152)
N (-1.431, 1.015, 2.965)
H (-1.424, 0.581, 3.883)
H (-1.946, 1.881, 3.060)
H (-0.472, 1.251, 2.727)

HOMO level in eV: -7.3
E in Eh: -6330.88884
Orbital gap in eV: 7.07
ΔE to the lowest compared entry with this formula, charge and spin in kJ/mol: 455.5
Spin multiplicity: 1

=====

Which formula does entry 1 have? C23H29N3O4S